Record 1
Entry from the Open Molecules 2025 dataset: an isolated molecule of C26H41N3O2 (wB97M-V/def2-TZVPD).

As for the multiplicity: 1. Its frontier orbital gap is 0.3497 Eh. The structure (SMILES) is CC[C@H](C)[C@@H](NC(=O)[C@H]1CC[C@H](C)CC1)C(=O)NC1CCN(Cc2ccccc2)CC1. The calculation puts the maximum force at 0.62 eV/A. The value obtained for the HOMO energy is -8.7 eV. Its total energy is -1330.1494 Ha.

Each line ends with the Löwdin charge.
Element x y z (Å)
1 C -1.981 -2.999 0.235  -0.083
2 H -1.920 -4.084 0.182  0.073
3 C -1.474 -2.525 1.591  -0.208
4 H -0.427 -2.821 1.695  0.087
5 H -2.037 -3.029 2.381  0.110
6 C -1.577 -1.013 1.836  -0.310
7 C -3.023 -0.544 1.985  -0.054
8 H -3.489 -1.037 2.835  0.082
9 H -3.601 -0.774 1.095  0.071
10 H -3.050 0.531 2.152  0.075
11 H -1.063 -0.816 2.787  0.138
12 C -0.831 -0.183 0.762  -0.189
13 N -1.630 0.106 -0.404  0.129
14 C -1.219 -0.185 -1.656  -0.459
15 O -0.267 -0.908 -1.885  0.056
16 C -2.061 0.467 -2.742  -0.240
17 C -1.516 1.880 -2.987  -0.144
18 C -2.300 2.571 -4.098  -0.172
19 C -2.239 1.766 -5.396  -0.395
20 C -3.019 2.462 -6.507  -0.078
21 H -2.621 3.458 -6.690  0.074
22 H -2.959 1.893 -7.432  0.074
23 H -4.068 2.559 -6.232  0.079
24 C -2.780 0.357 -5.147  -0.173
25 C -2.005 -0.343 -4.036  -0.153
26 H -0.960 -0.465 -4.325  0.122
27 H -2.418 -1.339 -3.861  0.122
28 H -2.713 -0.230 -6.065  0.116
29 H -3.835 0.423 -4.870  0.121
30 H -1.190 1.684 -5.703  0.144
31 H -1.894 3.571 -4.263  0.116
32 H -3.344 2.682 -3.792  0.123
33 H -0.465 1.806 -3.274  0.130
34 H -1.572 2.468 -2.067  0.117
35 H -3.098 0.538 -2.398  0.152
36 H -2.312 0.839 -0.263  0.140
37 C -0.431 1.148 1.412  -0.436
38 O -1.186 2.104 1.435  0.061
39 N 0.784 1.125 1.972  0.123
40 H 1.401 0.333 1.848  0.113
41 C 1.340 2.181 2.792  -0.289
42 C 2.616 2.752 2.154  -0.106
43 C 3.823 1.859 2.493  -0.173
44 N 3.335 0.518 2.733  -0.210
45 C 2.660 0.435 4.014  -0.175
46 C 1.685 1.613 4.172  -0.108
47 H 2.136 2.407 4.768  0.115
48 H 0.779 1.284 4.681  0.116
49 H 2.121 -0.517 4.044  0.121
50 H 3.383 0.433 4.851  0.123
51 C 4.241 -0.589 2.489  -0.140
52 C 3.450 -1.741 1.919  -0.217
53 C 3.337 -2.957 2.576  -0.046
54 C 2.578 -3.979 2.030  -0.082
55 C 1.919 -3.793 0.827  -0.098
56 C 2.021 -2.579 0.164  -0.082
57 C 2.783 -1.563 0.711  -0.048
58 H 2.872 -0.618 0.193  0.122
59 H 1.504 -2.421 -0.770  0.097
60 H 1.327 -4.591 0.405  0.106
61 H 2.499 -4.924 2.549  0.102
62 H 3.849 -3.108 3.516  0.109
63 H 4.987 -0.275 1.754  0.126
64 H 4.775 -0.900 3.402  0.123
65 H 4.523 1.846 1.656  0.117
66 H 4.359 2.259 3.371  0.123
67 H 2.787 3.766 2.515  0.112
68 H 2.470 2.798 1.075  0.116
69 H 0.571 2.956 2.866  0.146
70 H 0.054 -0.729 0.425  0.126
71 H -3.018 -2.713 0.079  0.069
72 H -1.379 -2.588 -0.568  0.052

---

Record 2
Entry from the Open Molecules 2025 dataset: an isolated molecule of C5H4N2O2 at a distorted geometry (wB97M-V/def2-TZVPD).

As for the multiplicity: 1. Its frontier orbital gap is 0.3285 Eh. The structure (SMILES) is On1ccc2cnoc21. The calculation puts the maximum force at 4.77 eV/A. The value obtained for the HOMO energy is -8.6 eV. Its total energy is -452.7348 Ha.

Each line ends with the Löwdin charge.
Element x y z (Å)
1 C 1.089 0.138 -1.282  -0.036
2 C -0.097 -0.655 -1.445  -0.041
3 C -0.776 -0.682 -0.221  -0.171
4 C -1.859 -0.916 0.605  -0.090
5 C -0.051 0.164 0.664  -0.260
6 H 2.118 1.994 1.015  0.151
7 H 1.978 0.414 -1.922  0.130
8 H -0.501 -0.720 -2.543  0.140
9 H -2.578 -1.701 0.533  0.112
10 N 1.051 0.689 0.042  -0.056
11 N -1.816 -0.278 1.779  0.066
12 O 2.154 0.969 1.013  0.012
13 O -0.713 0.584 1.762  0.045

---

Record 3
Entry from the Open Molecules 2025 dataset: a cluster of 2 separate species, C2H6N5O4 in total at a distorted geometry (wB97M-V/def2-TZVPD).

As for the multiplicity: 1. As for the charge: +1. Its frontier orbital gap (alpha / beta) is 0.2749 / 0.2761 Eh. The calculation puts the maximum force at 4.66 eV/A. The value obtained for the HOMO energy (alpha / beta) is -15.0 / -15.0 eV. Its total energy is -654.0491 Ha.

Each line ends with the Löwdin charge.
Element x y z (Å)
1 C 0.476 0.756 -0.018  -0.356
2 C -0.268 -1.679 0.006  -0.620
3 N 1.682 0.516 -0.371  0.286
4 N -1.286 -2.464 0.155  0.242
5 N -0.446 -0.297 0.058  0.297
6 N 0.173 1.989 0.383  0.213
7 N -3.475 0.136 -0.120  -0.487
8 O -3.668 -1.010 -0.040  0.149
9 O 0.888 -1.891 -0.049  0.183
10 O -4.211 1.045 -0.241  0.218
11 O -2.234 0.698 -0.006  0.084
12 H 2.003 -0.343 -0.591  0.088
13 H 2.266 1.246 -0.496  0.117
14 H -2.280 -2.105 0.366  0.132
15 H -1.242 -3.475 0.159  0.151
16 H 0.557 2.851 -0.017  0.156
17 H -0.709 2.309 0.818  0.147